A 3-piece molecular cluster, H6O3 overall. Source: OMol25; level of theory: ωB97M-V/def2-TZVPD.

```
9
Properties=species:S:1:pos:R:3:lowdin_charge:R:1
O -0.653 -1.690 1.155 -0.011
H -0.165 -1.751 2.075 0.143
H -0.430 -2.448 0.816 -0.060
O 0.180 -0.177 -1.093 -0.101
H -0.087 -0.566 -0.258 -0.020
H -0.459 -0.671 -1.744 0.111
O 0.935 2.466 -0.192 -0.189
H 0.092 3.127 0.021 0.117
H 0.588 1.709 -0.779 0.010
```

Results
- E: -6238.9271 eV
- SMILES: O.O.O
- LUMO energy: 0.016 hartree
- ΔE to the lowest compared entry with this formula, charge and spin: 30.6 kcal per mole
- HOMO-LUMO gap: 0.4004 Ha

A 3-piece molecular cluster, H6O3 overall. Source: OMol25; level of theory: ωB97M-V/def2-TZVPD.

```
9
Properties=species:S:1:pos:R:3:lowdin_charge:R:1
O 14.950 1.842 1.961 0.107
H 14.664 1.754 2.870 0.104
H 14.139 1.842 1.452 0.018
O 12.505 1.971 0.909 -0.014
H 11.735 1.413 0.798 0.079
H 12.557 2.473 0.096 0.073
O 17.474 0.829 1.339 0.419
H 17.170 0.771 0.433 0.144
H 16.710 1.131 1.830 0.069
```

Results
- E: -6228.7670 eV
- LUMO energy (spin up / spin down): -0.145 / -0.429 hartree
- Net charge: +1
- Multiplicity: 2
- ΔE to the lowest compared entry with this formula, charge and spin: 5.1 kcal per mole
- HOMO-LUMO gap (spin up / spin down): 0.4636 / 0.1769 Ha

A 2-piece molecular cluster, H6O4Si2 overall. Source: OMol25; level of theory: ωB97M-V/def2-TZVPD.

```
12
Properties=species:S:1:pos:R:3:lowdin_charge:R:1
O 1.977 0.349 -0.529 -0.327
O -3.475 -0.853 0.162 -0.075
O -2.916 1.584 0.118 -0.039
O -0.786 0.078 -0.339 -0.243
Si 3.081 -0.585 0.152 0.430
Si -2.271 0.158 -0.133 0.292
H 1.014 0.054 -0.600 0.017
H -4.339 -0.593 -0.266 0.111
H -2.910 2.506 0.269 0.069
H 2.850 -0.355 1.603 -0.076
H 4.469 -0.240 -0.459 -0.068
H 3.306 -2.102 0.023 -0.091
```

Results
- E: -24045.0786 eV
- SMILES: O=[Si](O)O.O[SiH3]
- LUMO energy: -0.025 hartree
- ΔE to the lowest compared entry with this formula, charge and spin: 65.6 kcal per mole
- HOMO-LUMO gap: 0.3438 Ha

H6Si2 as an isolated structure. Source: OMol25; level of theory: ωB97M-V/def2-TZVPD.

```
8
Properties=species:S:1:pos:R:3:lowdin_charge:R:1
Si 1.187 -0.038 -0.076 0.365
Si -1.213 0.055 -0.044 0.377
H 1.830 1.274 -0.137 -0.153
H 1.997 -0.667 -1.128 -0.161
H 1.817 -0.967 1.392 -0.045
H -2.046 0.133 1.306 -0.095
H -2.187 -1.026 -0.437 -0.134
H -1.384 1.236 -0.876 -0.153
```

Results
- E: -15849.7002 eV
- LUMO energy: 0.020 hartree
- ΔE to the lowest compared entry with this formula, charge and spin: 0.0 kcal per mole
- HOMO-LUMO gap: 0.4017 Ha